1.
DFT (ωB97M-V/def2-TZVPD) results for C34H27BCo2F6O8S as an isolated structure.

Structure (ORCA input):
```
! wB97M-V def2-TZVPD RIJCOSX def2/J DEFGRID3
* xyz 0 1
C -3.14 2.81 -3.58
C -2.22 1.86 -2.90
C -1.04 1.37 -3.44
C -0.69 0.12 -2.86
C -1.78 -0.75 -2.16
B 0.60 1.97 1.20
C 1.74 2.66 0.46
C 2.11 3.79 1.17
C 3.24 4.46 0.76
C 3.68 5.52 1.74
F 4.56 6.41 1.23
F 2.60 6.22 2.24
F 4.29 4.90 2.83
C 3.91 4.11 -0.41
C 3.38 3.09 -1.20
C 4.05 2.84 -2.53
F 5.20 2.12 -2.36
F 3.27 2.16 -3.42
F 4.41 4.02 -3.15
C 2.32 2.31 -0.75
O -0.54 2.72 1.48
C -1.00 2.10 2.71
C -0.19 2.76 3.83
C -2.48 2.41 2.82
C -0.56 0.59 2.53
C -0.08 -0.15 3.74
C -1.64 -0.25 1.85
O 0.62 0.68 1.67
S -2.68 0.87 -1.54
H -3.46 2.48 -4.57
H -4.04 2.86 -2.98
H -2.76 3.82 -3.72
H -0.42 1.93 -4.18
H 0.35 -0.12 -2.64
H 1.53 4.18 2.00
H 4.79 4.67 -0.74
H 1.90 1.49 -1.33
H -0.57 2.47 4.82
H 0.88 2.49 3.77
H -0.26 3.84 3.71
H -2.93 1.77 3.58
H -2.61 3.45 3.11
H -3.01 2.27 1.87
H -0.92 -0.31 4.42
H 0.32 -1.12 3.43
H 0.72 0.40 4.22
H -2.17 -0.90 2.55
H -2.40 0.33 1.30
H -1.11 -0.90 1.16
O -1.68 -5.68 -3.16
C -0.71 -5.37 -2.61
Co 0.83 -4.77 -1.83
C 0.70 -5.40 -0.17
O 0.71 -5.76 0.93
C 1.62 -5.98 -2.80
O 2.12 -6.84 -3.38
C 0.47 -2.93 -2.33
C -0.05 -2.15 -1.29
C -1.30 -1.60 -1.04
C -2.22 -2.44 -0.21
C -3.56 -2.71 -0.59
C -4.22 -3.82 -0.06
C -3.70 -4.58 0.97
C -2.45 -4.26 1.43
C -1.70 -3.25 0.82
Co 1.63 -2.55 -1.02
C 2.67 -4.07 -1.11
O 3.75 -4.50 -0.88
C 1.52 -2.31 0.74
O 1.60 -2.25 1.88
C 2.91 -1.34 -1.29
O 3.82 -0.68 -1.54
H 0.19 -2.71 -3.36
H -2.55 -1.23 -2.80
H -4.05 -2.15 -1.37
H -5.19 -4.12 -0.43
H -4.26 -5.40 1.44
H -2.02 -4.83 2.24
H -0.65 -3.14 1.12
*
```

LUMO energy	-2.27	eV
relative energy (zero: lowest compared OMol25 entry of this formula, charge and spin)	162.3	kJ/mol
electronic energy	-155142.038	eV
molecular weight	838.32	g/mol

***

2.
DFT (ωB97M-V/def2-TZVPD) results for C34H27BrCl3FN3O5Sn as an isolated structure.

Structure (ORCA input):
```
! wB97M-V def2-TZVPD RIJCOSX def2/J DEFGRID3
* xyz -1 1
Sn -0.76 -0.17 -1.54
C -5.03 -2.56 3.00
C -3.73 -2.78 3.78
C -3.63 -1.91 5.05
C -2.25 -2.02 5.71
C -1.16 -1.67 4.71
C -0.01 -0.99 5.09
C 0.98 -0.67 4.13
F 2.07 0.06 4.48
C 0.81 -1.03 2.80
C -0.33 -1.73 2.37
C -0.50 -2.04 0.97
O 0.33 -1.64 0.10
C -1.69 -2.79 0.64
C -2.54 -3.15 1.67
N -2.53 -2.57 2.91
C -1.34 -2.01 3.35
C -2.02 -3.14 -0.80
O -2.39 -4.30 -1.05
O -1.88 -2.21 -1.71
H -5.85 -2.66 3.70
H -5.17 -3.31 2.21
H -5.07 -1.56 2.55
H -3.69 -3.86 4.07
H -4.42 -2.25 5.74
H -3.85 -0.87 4.77
H -2.08 -3.03 6.10
H -2.17 -1.35 6.56
H 0.12 -0.69 6.13
H 1.55 -0.71 2.06
H -3.34 -3.84 1.46
C 0.15 -5.98 -2.22
C 0.91 -4.70 -2.19
C 2.15 -4.54 -1.53
C 2.81 -3.33 -1.62
C 2.20 -2.25 -2.34
Br 3.13 -0.64 -2.42
N 1.03 -2.40 -2.91
C 0.38 -3.59 -2.81
H 0.62 -6.73 -1.57
H 0.12 -6.40 -3.24
H -0.88 -5.79 -1.92
H 2.55 -5.38 -0.98
H 3.75 -3.18 -1.10
H -0.60 -3.63 -3.27
Cl 5.28 3.54 -2.75
C 4.12 3.28 -1.49
C 4.38 2.29 -0.53
C 3.49 2.06 0.53
C 2.33 2.86 0.64
C 2.05 3.87 -0.28
Cl 0.64 4.80 -0.07
C 2.94 4.09 -1.38
N 2.73 5.09 -2.32
C 1.53 5.55 -2.84
C 1.13 6.90 -2.64
C -0.13 7.36 -3.02
C -1.03 6.44 -3.62
C -0.66 5.11 -3.80
C 0.64 4.68 -3.51
C 0.95 3.23 -3.80
C 0.20 2.18 -2.95
O -0.93 1.75 -3.35
O 0.76 1.71 -1.91
H 5.26 1.67 -0.66
H 3.68 1.27 1.26
H 1.64 2.72 1.46
H 3.58 5.59 -2.61
H 1.82 7.56 -2.13
H -0.42 8.39 -2.82
H -2.00 6.78 -3.97
H -1.39 4.38 -4.15
H 2.03 3.08 -3.67
H 0.66 3.05 -4.84
Cl -2.01 0.68 0.35
*
```

LUMO energy	2.01	eV
electronic energy	-166568.654	eV
molecular weight	881.58	g/mol

***

3.
DFT (ωB97M-V/def2-TZVPD) results for C34H27MoN10O9S4 as an isolated structure.

Structure (ORCA input):
```
! wB97M-V def2-TZVPD RIJCOSX def2/J DEFGRID3
* xyz -1 3
Mo 0.23 1.08 -1.05
C -2.35 4.24 5.24
C -2.02 3.38 4.04
C -2.65 2.17 3.81
C -2.31 1.39 2.73
C -1.30 1.75 1.80
N -0.92 0.87 0.80
C -1.12 -0.48 1.09
C -0.71 -1.09 2.29
C -0.75 -2.46 2.48
C -1.22 -3.32 1.48
C -1.17 -4.82 1.63
C -1.68 -2.73 0.31
C -1.67 -1.35 0.14
N -2.28 -0.80 -1.01
C -3.41 -1.24 -1.60
C -3.77 -0.31 -2.54
C -2.78 0.68 -2.45
N -1.88 0.38 -1.53
C -0.76 3.03 1.98
C -1.11 3.80 3.10
N 0.13 3.64 1.02
C 0.61 4.90 1.10
C 1.24 5.20 -0.08
C 1.09 4.05 -0.85
N 0.43 3.10 -0.20
H -2.59 3.62 6.11
H -1.52 4.89 5.50
H -3.22 4.88 5.05
H -3.43 1.82 4.49
H -2.82 0.45 2.57
H -0.32 -0.45 3.08
H -0.40 -2.88 3.42
H -0.98 -5.10 2.67
H -2.11 -5.28 1.32
H -0.38 -5.25 1.02
H -2.06 -3.36 -0.49
H -3.89 -2.15 -1.29
H -4.61 -0.34 -3.21
H -2.68 1.57 -3.04
H -0.65 4.76 3.24
H 0.50 5.50 1.98
H 1.75 6.11 -0.34
H 1.46 3.86 -1.84
S 3.63 2.43 0.92
S 5.09 2.18 -0.35
S 4.48 1.49 -2.18
S 2.52 1.69 -2.55
C -1.73 4.13 -3.45
O -1.34 3.24 -2.41
C -0.40 2.23 -2.73
O -0.02 2.15 -3.87
H -1.52 5.15 -3.13
H -2.81 4.02 -3.62
H -1.19 3.91 -4.37
O 2.67 -6.47 -2.90
N 1.77 -5.90 -3.49
O 1.08 -6.43 -4.34
C 1.50 -4.51 -3.15
C 2.26 -3.88 -2.16
C 1.94 -2.61 -1.83
C 0.86 -1.84 -2.40
O 0.53 -0.75 -1.90
C 0.18 -2.53 -3.44
C 0.48 -3.84 -3.78
N -0.90 -1.88 -4.21
O -1.00 -0.68 -4.14
O -1.64 -2.61 -4.87
N 2.68 -1.86 -0.80
O 3.48 -2.85 0.19
O 3.40 -0.96 -1.26
H 3.08 -4.39 -1.68
H -0.09 -4.32 -4.56
N 3.94 0.60 4.80
C 3.58 0.11 3.82
C 3.08 -0.53 2.62
C 3.26 -1.83 2.44
C 2.61 -2.50 1.27
C 1.76 -1.58 0.42
N 1.68 -0.17 0.66
C 2.28 0.30 1.66
H 3.83 -2.42 3.15
H 2.08 -3.40 1.59
H 0.77 -1.96 0.22
H 2.21 1.37 1.85
*
```

LUMO energy (spin up / spin down)	1.58 / 1.06	eV
relative energy (zero: lowest compared OMol25 entry of this formula, charge and spin)	383.8	kJ/mol
electronic energy	-114212.526	eV
molecular weight	943.86	g/mol

***

4.
DFT (ωB97M-V/def2-TZVPD) results for C34H28BrCuN10O2 as an isolated structure.

Structure (ORCA input):
```
! wB97M-V def2-TZVPD RIJCOSX def2/J DEFGRID3
* xyz 0 1
Cu -0.56 0.61 -1.88
N -2.74 4.25 -2.02
C -1.71 4.90 -2.65
C -0.79 3.94 -2.95
N -1.23 2.72 -2.51
C -2.40 2.93 -1.95
C -3.19 1.85 -1.42
N -2.66 0.67 -1.20
C -3.68 -0.15 -0.82
C -4.85 0.55 -0.79
N -4.53 1.83 -1.17
H -3.55 4.68 -1.62
H -1.75 5.96 -2.85
H 0.15 4.05 -3.46
H -3.50 -1.19 -0.60
H -5.85 0.26 -0.52
H -5.18 2.58 -1.30
Br 6.33 3.04 0.31
C 6.18 1.37 -0.59
C 5.23 0.45 -0.15
C 5.09 -0.75 -0.82
C 5.89 -1.04 -1.93
C 6.87 -0.12 -2.32
C 7.00 1.09 -1.66
N 5.89 -2.31 -2.53
N 4.85 -2.99 -2.69
C 3.57 -2.51 -2.57
C 2.61 -3.44 -2.16
C 1.31 -3.11 -1.88
C 0.82 -1.79 -2.05
O -0.35 -1.44 -1.73
C 1.76 -0.84 -2.64
N 1.26 0.37 -2.95
C 2.03 1.26 -3.54
C 3.36 1.00 -3.88
C 3.90 -0.22 -3.56
C 3.11 -1.19 -2.90
H 4.62 0.67 0.71
H 4.36 -1.48 -0.49
H 7.51 -0.37 -3.15
H 7.75 1.80 -1.97
H 2.97 -4.45 -1.97
H 0.62 -3.85 -1.50
H 1.58 2.22 -3.78
H 3.96 1.75 -4.38
H 4.91 -0.45 -3.85
C -6.79 -3.76 4.32
C -5.54 -2.93 4.14
C -5.59 -1.72 3.46
C -4.44 -0.97 3.25
C -3.21 -1.42 3.72
N -2.07 -0.65 3.41
C -0.88 -0.68 4.07
O -0.67 -1.34 5.07
N 0.11 0.17 3.60
C 0.40 0.81 2.40
C 1.36 1.84 2.45
C 1.75 2.48 1.29
C 1.17 2.09 0.09
N 0.27 1.12 0.03
C -0.11 0.48 1.14
C -3.16 -2.61 4.44
C -4.32 -3.34 4.64
H -7.50 -3.58 3.52
H -7.28 -3.52 5.27
H -6.54 -4.82 4.34
H -6.54 -1.35 3.08
H -4.49 -0.04 2.71
H -2.22 0.08 2.73
H 0.84 0.26 4.30
H 1.80 2.11 3.40
H 2.49 3.26 1.31
H 1.45 2.55 -0.85
H -0.78 -0.36 0.98
H -2.22 -2.96 4.84
H -4.26 -4.28 5.19
*
```

LUMO energy	-0.25	eV
electronic energy	-169391.328	eV
molecular weight	752.12	g/mol

***

5.
DFT (ωB97M-V/def2-TZVPD) results for C34H28BrN6O3Os as an isolated structure.

Structure (ORCA input):
```
! wB97M-V def2-TZVPD RIJCOSX def2/J DEFGRID3
* xyz 1 5
Os 0.91 1.13 -0.11
O 1.02 1.65 -2.00
C 1.02 2.95 -2.33
C 0.43 3.32 -3.55
C 0.41 4.63 -3.94
C 1.04 5.64 -3.17
C 1.66 5.29 -2.01
C 1.65 3.95 -1.55
C 2.45 3.61 -0.43
N 2.38 2.44 0.16
N 3.48 2.04 0.93
C 3.47 0.74 0.93
O 2.57 0.02 0.28
C 4.51 0.02 1.70
C 4.31 -1.32 2.02
C 5.21 -1.99 2.83
C 6.34 -1.32 3.31
C 6.56 0.00 2.96
C 5.65 0.68 2.17
H -0.02 2.53 -4.15
H -0.09 4.90 -4.86
H 1.04 6.66 -3.51
H 2.18 6.05 -1.42
H 3.25 4.28 -0.12
H 3.44 -1.83 1.61
H 5.04 -3.03 3.10
H 7.05 -1.84 3.94
H 7.46 0.51 3.31
H 5.80 1.72 1.90
Br -2.01 -4.44 -5.79
C -3.20 -3.45 -4.72
C -2.95 -2.10 -4.49
C -3.78 -1.40 -3.64
C -4.84 -2.04 -2.99
C -5.13 -3.37 -3.31
C -4.30 -4.08 -4.16
N -5.55 -1.45 -1.95
N -5.33 -0.30 -1.47
C -4.23 0.21 -0.89
C -4.26 1.56 -0.47
C -3.09 2.24 -0.16
C -1.86 1.63 -0.26
O -0.68 2.30 -0.09
C -1.82 0.26 -0.55
N -0.57 -0.31 -0.56
C -0.45 -1.62 -0.73
C -1.56 -2.45 -0.83
C -2.82 -1.90 -0.84
C -2.98 -0.51 -0.76
H -2.11 -1.62 -4.97
H -3.61 -0.34 -3.45
H -6.01 -3.84 -2.87
H -4.50 -5.12 -4.38
H -5.22 2.06 -0.44
H -3.13 3.29 0.15
H 0.57 -2.00 -0.77
H -1.42 -3.52 -0.91
H -3.69 -2.55 -0.87
C 0.91 -0.71 5.04
C 0.05 -1.11 3.82
C 0.43 -2.52 3.32
C -1.45 -1.03 4.14
C 0.33 -0.17 2.70
N 0.54 0.54 1.84
H 0.66 -1.37 5.87
H 0.72 0.32 5.34
H 1.98 -0.82 4.81
H 0.53 -3.18 4.19
H 1.38 -2.51 2.78
H -0.34 -2.92 2.66
H -1.67 -1.75 4.93
H -2.04 -1.29 3.26
H -1.74 -0.04 4.48
*
```

LUMO energy (spin up / spin down)	-3.13 / -4.91	eV
electronic energy	-123297.718	eV
molecular weight	838.77	g/mol

***

6.
DFT (ωB97M-V/def2-TZVPD) results for C34H28LaN8O4 as an isolated structure.

Structure (ORCA input):
```
! wB97M-V def2-TZVPD RIJCOSX def2/J DEFGRID3
* xyz -1 1
La 12.01 13.73 8.98
O 13.82 12.25 9.39
C 14.20 11.11 8.89
C 14.79 10.11 9.75
C 15.02 8.82 9.34
C 14.90 8.52 8.00
C 14.52 9.51 7.14
C 14.11 10.80 7.53
C 13.61 11.63 6.44
N 13.00 12.72 6.60
C 12.76 13.54 5.43
C 13.05 14.98 5.85
N 11.94 15.25 6.80
C 11.37 16.41 6.73
C 10.23 16.85 7.54
C 9.82 18.18 7.44
C 8.70 18.64 8.07
C 7.95 17.78 8.86
C 8.26 16.46 8.93
C 9.45 15.95 8.32
O 9.88 14.73 8.57
H 14.88 10.47 10.78
H 15.38 8.04 10.08
H 15.13 7.56 7.64
H 14.41 9.25 6.10
H 13.89 11.25 5.43
H 11.77 13.34 4.98
H 13.47 13.19 4.62
H 13.11 15.73 5.07
H 13.94 14.85 6.41
H 11.79 17.13 6.02
H 10.41 18.80 6.78
H 8.43 19.70 8.05
H 7.17 18.18 9.47
H 7.73 15.76 9.58
C 10.15 13.37 13.72
C 10.78 13.88 12.41
N 11.07 13.01 11.46
N 10.97 11.67 11.70
C 11.04 11.00 10.54
O 11.12 11.49 9.41
C 11.08 9.49 10.70
C 10.89 8.68 9.57
C 11.02 7.31 9.66
C 11.28 6.72 10.87
C 11.44 7.52 12.02
C 11.33 8.88 11.92
C 10.96 15.29 12.05
C 10.32 16.35 12.71
C 10.50 17.67 12.33
C 11.38 17.99 11.31
C 11.92 16.89 10.63
N 11.79 15.56 11.03
H 9.89 14.19 14.40
H 10.88 12.68 14.18
H 9.33 12.68 13.47
H 10.77 9.18 8.59
H 10.75 6.73 8.78
H 11.36 5.69 10.87
H 11.77 7.05 12.95
H 11.55 9.46 12.80
H 9.64 16.11 13.51
H 9.99 18.46 12.85
H 11.60 18.99 10.92
H 12.59 17.00 9.76
N 16.11 14.45 9.11
C 15.30 15.49 8.76
O 14.08 15.25 8.79
C 15.90 16.75 8.50
C 17.31 16.96 8.51
N 18.43 17.12 8.65
C 15.06 17.82 8.28
N 14.38 18.76 8.10
H 15.50 13.62 9.21
H 17.10 14.37 8.99
*
```

LUMO energy	2.09	eV
relative energy (zero: lowest compared OMol25 entry of this formula, charge and spin)	0.0	kJ/mol
electronic energy	-56689.849	eV
molecular weight	751.56	g/mol